(1)
Density functional theory data (ωB97M-V/def2-TZVPD) for a 2-piece molecular cluster, C3H10NO2 overall at a distorted geometry.

The geometry in XYZ format:
```
16
Properties=species:S:1:pos:R:3:nbo_charge:R:1
C 0.86345 -1.73247 -0.57521 -0.69
C -1.90120 0.81457 -0.18692 -0.28
C 0.11876 -0.65633 0.14173 0.79
N 0.29961 -0.33745 1.39425 -0.72
O 1.34045 1.48547 -0.43252 -1.00
O -0.77905 -0.05450 -0.54363 -0.44
H 0.15317 -2.51151 -0.71563 0.27
H 1.30583 -1.49137 -1.58762 0.29
H 1.68791 -1.97701 0.07726 0.24
H -1.46383 1.85718 -0.26842 0.23
H -2.33949 0.80489 0.79600 0.20
H -2.66327 0.47506 -0.88479 0.24
H -0.47674 0.09629 1.82906 0.42
H 1.25766 1.99259 -1.32943 0.51
H 0.96415 -0.78394 1.97508 0.43
H 1.63258 2.01853 0.31077 0.50
```

Values from the calculation:
Orbital gap in eV: 12.36
Net charge: +1
E in eV: -8851.0066

=====

(2)
Density functional theory data (ωB97M-V/def2-TZVPD) for C52H67N3P2RhSSeSi as an isolated structure at a distorted geometry.

The geometry in XYZ format:
```
128
Properties=species:S:1:pos:R:3:lowdin_charge:R:1
Rh -0.11649 -0.59128 -0.68601 0.38
C 3.47907 -1.44561 -0.66134 -0.17
Si 2.15020 -0.13658 -0.61188 0.56
C 2.38223 0.98565 -2.08298 -0.29
C 3.56841 1.03338 -2.82000 -0.09
C 3.62534 1.70874 -4.03089 -0.07
C 2.48841 2.32241 -4.53732 -0.06
C 1.30739 2.29978 -3.81048 -0.09
C 1.26330 1.64318 -2.58596 -0.42
P -0.19220 1.66636 -1.50213 1.04
C 0.14293 3.29817 -0.62531 -0.35
C -1.10057 3.98633 0.02167 -0.19
C -1.33175 5.42364 -0.44714 -0.19
C -0.09670 6.29888 -0.22947 -0.18
C 1.20075 5.55700 -0.59901 -0.17
C 0.94032 4.31977 -1.45839 -0.20
C -1.67765 1.76356 -2.58157 -0.43
C -2.19164 3.15078 -3.03818 -0.17
C -3.60310 3.44487 -2.53671 -0.20
C -4.58724 2.37947 -3.02819 -0.17
C -4.03197 0.94546 -2.85726 -0.17
C -2.80766 0.92913 -1.94905 -0.26
C 2.31341 0.65069 1.08791 -0.30
C 3.48093 1.34581 1.42631 -0.08
C 3.66385 1.86280 2.69739 -0.06
C 2.66775 1.70358 3.65590 -0.05
C 1.51257 1.01156 3.33917 -0.10
C 1.34105 0.46097 2.06766 -0.36
P -0.14170 -0.49618 1.61330 1.02
C -1.52136 0.33476 2.46845 -0.44
C -2.85117 -0.31864 2.06161 -0.20
C -3.99680 0.20392 2.94717 -0.17
C -3.71423 1.62477 3.45315 -0.19
C -2.96936 2.42370 2.38839 -0.18
C -1.57941 1.81256 2.11357 -0.22
C -0.08515 -2.16683 2.41871 -0.38
C 1.18010 -2.95287 2.03017 -0.19
C 2.37623 -2.68000 2.94537 -0.18
C 2.00998 -2.96263 4.39839 -0.18
C 0.84875 -2.07437 4.82963 -0.18
C -0.36654 -2.29912 3.92947 -0.17
H 4.40608 -0.97989 -0.31415 0.05
H 3.26018 -2.27823 0.00979 0.02
H 3.64695 -1.84739 -1.66280 0.03
H 4.46137 0.54176 -2.44913 0.11
H 4.55174 1.74234 -4.58964 0.12
H 2.52444 2.82736 -5.49380 0.12
H 0.42797 2.79967 -4.20026 0.12
H 0.82502 2.96773 0.16850 0.10
H -2.00409 3.40530 -0.16657 0.07
H -0.96507 4.02160 1.10078 0.10
H -1.62127 5.44614 -1.49847 0.09
H -2.17606 5.83633 0.10864 0.12
H -0.19635 7.20513 -0.82817 0.11
H -0.05332 6.61543 0.81465 0.11
H 1.87950 6.22632 -1.12819 0.11
H 1.72067 5.23318 0.30767 0.11
H 0.40910 4.60296 -2.36987 0.11
H 1.89285 3.89210 -1.76321 0.11
H -1.33851 1.20067 -3.45498 0.05
H -1.51055 3.94088 -2.73313 0.07
H -2.21092 3.16528 -4.13167 0.13
H -3.61293 3.49312 -1.44499 0.10
H -3.91973 4.42745 -2.89080 0.12
H -5.52982 2.48774 -2.48996 0.11
H -4.80392 2.55802 -4.08316 0.11
H -4.80311 0.28540 -2.45863 0.11
H -3.73121 0.53421 -3.82397 0.11
H -3.06808 1.31654 -0.95644 0.09
H -2.45703 -0.10087 -1.81530 0.05
H 4.25409 1.49801 0.67917 0.11
H 4.57605 2.39091 2.94375 0.11
H 2.79349 2.11965 4.64709 0.11
H 0.74548 0.89875 4.09524 0.10
H -1.36778 0.20375 3.54172 0.11
H -3.03195 -0.07190 1.00924 0.10
H -2.80639 -1.40908 2.13089 0.10
H -4.92688 0.18884 2.37576 0.11
H -4.13865 -0.46238 3.80046 0.11
H -4.64835 2.11792 3.72166 0.11
H -3.10461 1.58907 4.36057 0.12
H -3.56752 2.43203 1.47052 0.11
H -2.86007 3.46181 2.70309 0.11
H -1.33906 1.89454 1.05805 0.04
H -0.80844 2.36065 2.65759 0.11
H -0.92807 -2.64053 1.90778 0.07
H 0.94303 -4.02107 2.08169 0.11
H 1.44720 -2.73133 0.99821 0.05
H 3.21274 -3.31092 2.63403 0.12
H 2.69772 -1.63990 2.84485 0.10
H 1.71830 -4.01216 4.50332 0.09
H 2.87298 -2.79827 5.04616 0.12
H 0.57050 -2.29486 5.86187 0.12
H 1.16515 -1.03210 4.79453 0.09
H -0.70830 -3.32889 4.08432 0.12
H -1.19188 -1.65197 4.22915 0.10
S -0.21513 -7.16469 0.26085 1.01
C -0.23344 -5.43807 -0.18414 -0.49
C 0.83254 -4.87076 -0.86429 -0.04
C 0.76446 -3.53895 -1.22862 -0.17
N -0.29120 -2.76026 -0.97138 -0.15
C -1.33231 -3.33156 -0.34589 -0.14
C -1.34511 -4.64527 0.07294 -0.05
C 0.21447 -6.92611 1.97999 -0.52
C 1.54460 -6.89182 2.37173 -0.08
C 1.82806 -6.67499 3.71304 -0.14
N 0.89299 -6.49650 4.64354 0.07
C -0.37858 -6.55202 4.25612 -0.14
C -0.77182 -6.76447 2.94141 -0.08
H 1.69987 -5.46120 -1.12537 0.12
H 1.56700 -3.06879 -1.77907 0.08
H -2.21341 -2.71025 -0.22286 0.12
H -2.21768 -5.05085 0.56618 0.12
H 2.33947 -7.03903 1.65293 0.11
H 2.85628 -6.64218 4.05636 0.12
H -1.12196 -6.42464 5.03540 0.11
H -1.81976 -6.81593 2.67780 0.11
Se -0.34481 -1.29677 -3.35489 0.82
C 0.73825 -0.69221 -4.79926 -0.63
C 2.09524 -0.97293 -4.85735 -0.13
C 2.81000 -0.60133 -5.98465 -0.16
N 2.27640 0.02830 -7.02889 0.07
C 0.97683 0.31428 -6.95670 -0.15
C 0.17216 -0.01950 -5.87810 -0.12
H 2.58514 -1.49380 -4.04502 0.09
H 3.86819 -0.83174 -6.06016 0.11
H 0.55360 0.82667 -7.81437 0.11
H -0.88331 0.22294 -5.88487 0.10
```

Values from the calculation:
Orbital gap in eV: 6.76
Net charge: +1
E in eV: -165125.4224

=====

(3)
Density functional theory data (ωB97M-V/def2-TZVPD) for a 6-piece molecular cluster, C46H76FN3O19P2S overall at a distorted geometry.

The geometry in XYZ format:
```
148
Properties=species:S:1:pos:R:3:lowdin_charge:R:1
C 2.92376 4.65082 1.11076 -0.06
C 3.30849 3.18315 1.36500 -0.17
C 3.84864 2.44790 0.14722 -0.26
F 5.25949 2.50284 0.21718 -0.04
C 3.48810 0.95293 0.22557 -0.36
N 4.32832 0.09913 -0.61697 0.12
O 2.11638 0.71526 0.03996 -0.09
C 1.60885 1.18860 -1.19233 -0.14
C 0.42535 0.29467 -1.61021 -0.40
C 1.01406 -1.16394 -1.66273 -0.11
C 2.05251 -1.43878 -2.75521 -0.21
C 3.02078 -2.55442 -2.31502 -0.17
C 3.96975 -2.87510 -3.47433 -0.20
N 5.17791 -2.02763 -3.47022 -0.10
C 6.24439 -2.77598 -4.17915 -0.08
C 5.02999 -0.78737 -4.19295 -0.48
C 4.47252 -0.70234 -5.60671 0.00
O 5.41424 0.23049 -3.67486 0.10
O -0.56748 0.16716 -0.61997 -0.09
C -1.56557 1.13345 -0.42011 -0.50
C -2.87687 0.63759 -1.10314 -0.16
O -3.87431 1.65921 -1.09199 -0.11
N -5.04335 1.22781 -0.40927 -0.01
O -5.42542 2.05557 0.31633 0.08
C -1.27225 2.59434 -0.72357 -0.13
O -0.57045 3.28920 0.35895 -0.10
C -0.65815 4.65427 0.15173 -0.24
C -0.23201 5.19185 -1.06283 0.02
C -0.32467 6.53676 -1.37624 -0.27
C 0.13696 7.00255 -2.73904 -0.05
C -0.86394 7.40284 -0.43659 -0.04
C -1.25348 6.88562 0.78959 -0.03
C -1.15792 5.53679 1.11866 -0.13
C -1.60526 5.15206 2.51785 -0.34
C -0.71539 4.09359 3.21738 -0.06
C -3.12471 4.81847 2.57929 -0.05
P -1.93042 1.00575 1.45122 0.52
S -0.37273 0.49337 2.49639 0.20
P -0.13324 0.62780 -3.32786 0.57
O -1.18897 1.64894 -3.48383 -0.26
O 1.13991 1.07171 -4.21839 -0.12
O -0.65003 -0.76811 -3.97105 -0.11
H 3.01054 5.26380 2.00615 0.07
H 1.87253 4.68345 0.81516 0.05
H 3.51218 5.05207 0.28223 0.08
H 2.41228 2.64602 1.69762 0.11
H 4.01647 3.07543 2.18080 0.09
H 3.57731 2.91872 -0.80063 0.15
H 3.70086 0.65002 1.25396 0.16
H 5.14384 -0.15027 -0.07639 0.08
H 4.64914 0.59711 -1.44137 0.06
H 2.38393 1.18404 -1.96280 0.12
H 1.30859 2.23394 -1.04760 0.12
H 1.35354 -1.46103 -0.67445 0.13
H 0.13905 -1.78470 -1.87896 0.12
H 2.62803 -0.56521 -3.06754 0.09
H 1.57414 -1.83453 -3.65327 0.10
H 3.56024 -2.28341 -1.41061 0.10
H 2.41081 -3.44408 -2.12485 0.12
H 3.39440 -2.82032 -4.40841 0.11
H 4.29483 -3.91536 -3.39820 0.11
H 6.58299 -3.61325 -3.57432 0.09
H 5.90650 -3.10904 -5.16989 0.08
H 7.09798 -2.11156 -4.33948 0.09
H 3.55316 -1.26285 -5.76309 0.07
H 5.23057 -1.06971 -6.30514 0.09
H 4.30417 0.34761 -5.82330 0.07
H -2.69365 0.21045 -2.08765 0.12
H -3.24345 -0.18773 -0.48867 0.07
H -2.18592 3.16104 -0.90071 0.14
H -0.65867 2.71317 -1.61059 0.08
H 0.19084 4.52246 -1.80574 0.12
H -0.42033 7.87472 -3.08078 0.07
H 1.20523 7.22935 -2.75024 0.08
H -0.02859 6.20650 -3.46798 0.07
H -0.97747 8.45772 -0.65393 0.11
H -1.66619 7.57105 1.52257 0.11
H -1.49254 6.05860 3.11761 0.12
H -0.43949 4.47825 4.20316 0.08
H -1.20155 3.13649 3.36981 0.01
H 0.22286 3.98826 2.67551 0.06
H -3.44033 4.34916 1.64505 0.07
H -3.25943 4.05971 3.35559 0.07
H -3.72698 5.69008 2.82260 0.07
H -2.53043 2.22486 1.80261 -0.02
H -2.90922 0.00597 1.59467 -0.02
H 0.81225 1.55296 -4.99667 0.06
H -0.56561 -0.65182 -4.92869 0.09
O -2.75632 -2.64629 0.10409 0.12
C -3.90627 -2.76703 0.41544 -0.48
O -4.61713 -1.74276 0.95207 -0.02
C -5.93389 -2.19602 1.32052 -0.14
C -6.17848 -3.43529 0.47600 -0.15
C -4.76931 -4.00784 0.33363 -0.07
H -5.93630 -2.41780 2.39040 0.12
H -6.64951 -1.40057 1.12383 0.12
H -6.89128 -4.12120 0.92209 0.10
H -6.55476 -3.14508 -0.50761 0.12
H -4.51040 -4.66832 1.15691 0.11
H -4.62308 -4.51679 -0.61500 0.13
O -6.03381 -5.86283 2.27903 0.10
C -6.00606 -5.75967 3.47468 -0.47
O -6.91302 -5.03036 4.15840 0.03
C -6.56715 -4.99858 5.55856 -0.14
C -5.68780 -6.22020 5.77659 -0.15
C -4.98655 -6.34723 4.42703 -0.06
H -6.04298 -4.06150 5.76078 0.13
H -7.47884 -5.02461 6.15042 0.13
H -5.01028 -6.11462 6.62220 0.13
H -6.30389 -7.09035 5.95080 0.08
H -4.07528 -5.74726 4.37373 0.13
H -4.76929 -7.37918 4.16670 0.12
O 0.05300 1.45807 -7.10508 0.12
C 1.02552 1.42754 -7.80705 -0.47
O 2.15318 0.76015 -7.47256 0.01
C 3.18086 1.00689 -8.45186 -0.16
C 2.43730 1.43197 -9.71016 -0.15
C 1.21585 2.13929 -9.12912 -0.07
H 3.83725 1.79278 -8.07236 0.13
H 3.76538 0.10148 -8.59584 0.12
H 3.03768 2.05191 -10.37249 0.12
H 2.12075 0.55068 -10.26979 0.12
H 1.40795 3.19448 -8.92984 0.14
H 0.33174 2.03397 -9.75109 0.13
O -6.84597 -8.58017 7.45408 0.12
C -6.18694 -9.49543 7.05257 -0.48
O -5.58522 -9.49197 5.83756 0.01
C -4.95857 -10.76413 5.58910 -0.15
C -4.73848 -11.37392 6.96606 -0.15
C -5.92208 -10.81355 7.75208 -0.07
H -5.62994 -11.36290 4.97059 0.13
H -4.03139 -10.60165 5.04487 0.13
H -4.68816 -12.46053 6.94936 0.12
H -3.80587 -11.00066 7.39150 0.12
H -6.81082 -11.43924 7.65937 0.13
H -5.69031 -10.64998 8.80041 0.13
O 4.61993 4.10379 4.00217 0.12
C 5.72548 4.55039 4.07952 -0.47
O 6.06698 5.52894 4.95340 0.03
C 7.42895 5.93200 4.73524 -0.16
C 8.08803 4.75352 4.03108 -0.16
C 6.92401 4.17459 3.22998 -0.07
H 7.42707 6.83463 4.12003 0.13
H 7.88738 6.16183 5.69429 0.12
H 8.94642 5.04083 3.42687 0.11
H 8.42525 4.02367 4.76877 0.12
H 6.81847 4.64827 2.25282 0.13
H 6.98783 3.09688 3.11253 0.13
```

Values from the calculation:
Orbital gap in eV: 7.86
E in eV: -124437.3099

=====

(4)
Density functional theory data (ωB97M-V/def2-TZVPD) for an isolated ion of composition C5H8NS and charge +1 at a distorted geometry.

The geometry in XYZ format:
```
15
Properties=species:S:1:pos:R:3:nbo_charge:R:1
C -0.07114 -0.21099 -0.72177 -0.14
C -0.65792 0.90904 -0.13920 -0.03
C 0.90613 -2.23526 -0.07817 0.05
C 0.90833 -0.40131 1.36247 -0.36
C -1.39244 1.99926 -0.79149 -0.68
N 0.56438 -1.05039 0.14516 -0.22
S -0.31217 0.94642 1.56769 0.39
H -0.17215 -0.52700 -1.72806 0.24
H 1.43117 -2.73215 0.61726 0.20
H 0.94440 -2.74762 -0.99394 0.23
H 0.68617 -1.01738 2.23104 0.26
H 1.92534 -0.01002 1.28818 0.27
H -1.73660 1.79084 -1.74670 0.25
H -0.79103 3.05815 -0.90986 0.28
H -2.23245 2.22839 -0.10260 0.26
```

Values from the calculation:
Orbital gap in eV: 7.94
Net charge: +1
E in eV: -17631.4011